Entry 1:
20
Properties=species:S:1:pos:R:3:lowdin_charge:R:1 method="wB97M-V/def2-TZVPD" relative_energy_kj_mol=207.5 fmax_ev_per_a=4.2 gap_ev=9.816 e_homo_ev=-8.7 lumo_ev=1.11
N 2.09047 1.10320 -1.56340 -0.033
C 2.47573 0.06258 -0.58953 -0.246
C 1.25923 -0.89315 -0.18800 -0.322
N 0.23557 -0.36083 0.59400 -0.075
C -1.16820 -0.99073 0.41882 -0.205
C -2.34579 -0.20449 1.03452 -0.293
N -2.25383 1.22432 0.64923 -0.018
H 2.76090 1.64212 -1.97761 0.013
H 1.47635 1.74777 -1.06449 0.060
H 3.25742 -0.63041 -1.07540 0.120
H 2.79906 0.71907 0.42110 0.148
H 1.76532 -1.78979 0.14978 0.100
H 0.90569 -1.24559 -1.10385 0.076
H 0.02267 0.56338 0.16883 0.081
H -1.07358 -2.01300 0.82979 0.112
H -1.41188 -0.99374 -0.68596 0.114
H -2.26968 -0.35267 2.15642 0.119
H -3.27008 -0.73882 0.80269 0.093
H -2.64095 1.28411 -0.32351 0.091
H -2.61443 1.86668 1.34657 0.062

=====

Entry 2:
20
Properties=species:S:1:pos:R:3:lowdin_charge:R:1 method="wB97M-V/def2-TZVPD" relative_energy_kj_mol=423.3 fmax_ev_per_a=5.1 gap_ev=9.543 e_homo_ev=-8.5 lumo_ev=1.05
C 0.77610 -1.91007 0.00557 0.004
C 1.45535 -0.92818 -0.62415 -0.180
C 1.63643 0.50952 -0.17383 -0.277
C 3.05891 1.02171 0.16140 -0.086
H 0.34380 -1.99686 1.03218 0.074
H 0.68924 -2.81256 -0.49623 0.013
H 2.02428 -1.02317 -1.50460 0.081
H 0.92348 0.56312 0.59475 0.071
H 1.29111 1.05167 -0.95645 0.064
H 3.62914 1.20298 -0.65990 0.012
H 2.89087 1.95744 0.76821 0.084
H 3.62254 0.11728 0.72780 0.124
N -2.43215 -0.02206 1.13172 -0.073
N -2.59094 -0.48335 -0.16567 -0.153
N -3.24905 0.70052 -0.80697 -0.024
H -1.68062 0.63158 1.21681 0.058
H -3.23022 0.19037 1.67612 0.059
H -3.29690 -1.16963 -0.03880 0.076
H -3.02658 1.47058 -0.19096 0.036
H -2.83479 0.92914 -1.69700 0.040

=====

Entry 3:
20
Properties=species:S:1:pos:R:3:lowdin_charge:R:1 method="wB97M-V/def2-TZVPD" relative_energy_kj_mol=237.3 fmax_ev_per_a=3.6 gap_ev=8.241 e_homo_ev=-7.3 lumo_ev=0.95
C 2.11037 0.85684 -1.33470 -0.128
C 0.61832 0.98440 -1.09306 -0.290
N -0.02949 -0.34663 -1.13899 -0.054
C -1.22183 -0.40931 -0.45410 -0.381
N -1.74820 -1.69240 -0.25692 0.080
N -0.85542 0.54871 1.03807 -0.156
C -0.16758 -0.20826 2.06216 -0.185
H 2.34559 0.30776 -2.25449 0.067
H 2.55578 1.84678 -1.42354 0.064
H 2.60109 0.34280 -0.50535 0.061
H 0.15466 1.59122 -1.87826 0.095
H 0.21433 1.24378 0.13061 0.140
H 0.61149 -1.08108 -0.85552 0.107
H -1.96063 0.28095 -0.85465 0.136
H -1.08540 -2.34443 0.14260 0.081
H -2.60866 -1.68406 0.27241 0.086
H -1.67140 1.02157 1.40882 0.078
H 0.33725 0.44865 2.77861 0.071
H -0.81445 -0.89226 2.62703 0.062
H 0.61418 -0.81502 1.58926 0.067

=====

Entry 4:
20
Properties=species:S:1:pos:R:3:lowdin_charge:R:1 method="wB97M-V/def2-TZVPD" relative_energy_kj_mol=141.7 fmax_ev_per_a=3.6 gap_ev=10.004 e_homo_ev=-9.0 lumo_ev=1.00
C -1.73782 -0.25452 -0.32527 -0.108
C -0.52021 -0.99875 0.17546 -0.328
C 0.12021 -1.86886 -0.89297 -0.114
N 0.33603 0.01145 1.39050 0.039
C 0.95352 1.10621 0.70555 -0.566
N 1.25017 0.69617 -0.68386 0.032
N 0.13378 2.30104 0.62371 0.049
H -1.48125 0.44926 -1.11258 0.068
H -2.20230 0.30038 0.48518 0.070
H -2.46092 -0.97434 -0.71438 0.079
H -0.83191 -1.65975 0.98870 0.105
H -0.56896 -2.67948 -1.15508 0.078
H 0.30880 -1.30792 -1.80463 0.061
H 1.05175 -2.31132 -0.54114 0.070
H 1.05737 -0.60325 1.75958 0.068
H 1.88643 1.39339 1.23215 0.131
H 2.09333 0.13197 -0.70711 0.077
H 1.38066 1.51165 -1.27992 0.077
H -0.79796 2.05924 0.30772 0.044
H 0.02926 2.69740 1.54840 0.068

=====

Entry 5:
20
Properties=species:S:1:pos:R:3:lowdin_spin:R:1 method="wB97M-V/def2-TZVPD" relative_energy_kj_mol=138.0 fmax_ev_per_a=3.7 s2=0.75 gap_ev="10.700 / 5.778" total_charge=+1 e_homo_ev="-13.8 / -13.8" lumo_ev="-3.10 / -7.98" multiplicity=2
C -0.18833 0.83185 1.78734 0.001
N 0.06625 -0.13343 2.86916 0.010
C 0.35551 0.06933 0.51121 0.071
C 1.87479 0.04828 0.16356 0.059
N -0.57292 0.26433 -0.61000 0.652
C -0.30763 -0.51963 -1.85502 0.063
N -1.41071 -0.67583 -2.78047 0.042
H 0.37761 1.76152 1.85535 0.000
H -1.24161 1.07117 1.67388 0.000
H 0.99591 -0.54843 2.80767 0.000
H 0.25955 0.42495 3.70479 0.001
H 0.12182 -0.98425 0.75751 0.023
H 1.96450 0.04949 -0.91510 0.001
H 2.37326 -0.82499 0.57082 0.001
H 2.29285 1.03823 0.35520 0.006
H -0.84213 1.20196 -0.92517 0.020
H 0.54142 -0.03609 -2.35688 0.038
H 0.05643 -1.46252 -1.42493 0.012
H -2.31679 -0.41877 -2.41208 0.000
H -1.09715 -0.17088 -3.59848 0.001

=====

Entry 6:
20
Properties=species:S:1:pos:R:3:lowdin_charge:R:1 method="wB97M-V/def2-TZVPD" relative_energy_kj_mol=337.7 fmax_ev_per_a=5.3 gap_ev=10.026 total_charge=+2 e_homo_ev=-17.5 lumo_ev=-7.50
N 0.68613 -1.30453 -1.45760 0.093
C 0.41795 -0.29009 -0.48875 -0.277
C 1.51852 0.50235 -0.23168 -0.023
N 2.43659 0.74396 -1.32106 0.163
C -1.03572 0.02747 -0.17332 -0.082
C -1.39239 -0.34451 1.36627 -0.089
N -2.38086 0.48836 2.16780 0.212
H 0.17265 -1.07252 -2.25323 0.078
H 0.51426 -2.23928 -1.18492 0.106
H 1.82824 1.03165 0.70382 0.154
H 3.42587 0.45436 -1.08856 0.200
H 2.63570 1.74216 -1.54840 0.196
H 2.33799 0.23366 -2.24844 0.199
H -1.86877 -0.58635 -0.86114 0.199
H -1.19103 1.00598 -0.40580 0.069
H -0.39241 -0.26643 1.85538 0.131
H -1.62748 -1.41646 1.41959 0.139
H -3.34069 0.06086 2.33746 0.217
H -2.13364 0.87045 3.05472 0.163
H -2.60394 1.31613 1.66042 0.152

=====

Entry 7:
20
Properties=species:S:1:pos:R:3:lowdin_charge:R:1 method="wB97M-V/def2-TZVPD" relative_energy_kj_mol=358.2 fmax_ev_per_a=2.2 gap_ev=8.918 total_charge=+2 e_homo_ev=-17.3 lumo_ev=-8.39
C 0.88180 -0.44837 0.26963 0.129
C -0.44471 -1.00464 0.03548 -0.155
C -0.97441 0.40444 -0.21171 -0.241
C -0.95931 1.37551 0.76607 -0.084
N -0.65740 2.66567 0.55551 0.171
N -1.29195 0.77629 -1.60203 0.258
N 2.03348 -2.31590 0.73658 0.116
H 1.29261 -0.16596 1.22580 0.118
H 1.39605 -0.19138 -0.65110 0.121
H -0.87696 -1.56804 0.86064 0.145
H -0.62732 -1.61466 -0.84868 0.139
H -1.25113 1.16115 1.79275 0.168
H -1.10293 3.35365 1.14623 0.147
H -0.08155 2.90270 -0.23628 0.132
H -2.24675 0.51533 -1.89400 0.202
H -1.28144 1.79562 -1.70196 0.172
H -0.70361 0.31321 -2.30150 0.187
H 2.15427 -2.83025 1.60782 0.101
H 2.99744 -2.16148 0.42965 0.095
H 1.74382 -2.96290 0.02107 0.078

=====

Entry 8:
21
Properties=species:S:1:pos:R:3:lowdin_charge:R:1 method="wB97M-V/def2-TZVPD" relative_energy_kj_mol=420.3 fmax_ev_per_a=2.6 gap_ev=8.214 e_homo_ev=-8.5 lumo_ev=-0.27
C -1.08444 0.43112 -0.70448 -0.419
C -0.60731 -1.42374 1.05546 -0.045
C -2.28826 0.98942 0.05423 -0.064
C -0.07636 -0.22026 0.28379 -0.532
N -0.47221 1.50100 -1.48446 0.033
O 0.56139 0.68783 1.07930 -0.152
H -1.42028 -0.34008 -1.40736 0.134
H 0.36164 1.15371 -1.95118 0.056
H -0.14572 2.21635 -0.84000 0.072
H 0.20879 -1.93548 1.56721 0.069
H -1.30827 -1.08356 1.81563 0.076
H -1.11100 -2.12795 0.39336 0.078
H -1.94461 1.65546 0.84608 0.081
H -2.87993 0.19135 0.50039 0.069
H -2.91844 1.55122 -0.63340 0.073
N 3.23741 -0.80583 -0.15706 0.000
N 2.39268 0.03505 -0.48728 0.028
H 3.77813 -1.33608 -0.85592 0.128
H 3.34434 -1.14388 0.81620 0.139
H 1.59872 0.63055 0.52760 0.074
H 0.77371 -0.62619 -0.41810 0.102

=====

Entry 9:
21
Properties=species:S:1:pos:R:3:lowdin_charge:R:1 method="wB97M-V/def2-TZVPD" relative_energy_kj_mol=511.6 fmax_ev_per_a=5.2 gap_ev=8.220 e_homo_ev=-7.5 lumo_ev=0.75
C 0.67376 0.49735 0.05675 -0.551
C 0.12490 -0.83136 0.07114 -0.049
C 0.75234 1.24403 -1.25057 -0.039
C 2.46011 -0.15353 0.53335 0.015
N -1.68774 -0.57291 -0.37529 -0.232
N -2.36481 0.16906 0.59958 -0.025
N -2.22731 -1.88722 -0.31380 -0.048
O 0.26265 1.29564 1.11592 -0.021
H 0.68419 2.16497 1.04426 0.112
H -1.90273 0.03598 1.50944 0.072
H -2.28361 1.15945 0.38601 0.066
H -2.65324 -2.05431 -1.22307 0.059
H -2.99070 -1.97788 0.36033 0.061
H 0.47224 -1.48020 -0.72707 0.104
H 0.04486 -1.29288 1.05290 0.105
H -0.23073 1.65768 -1.49536 0.084
H 1.45516 2.08034 -1.18020 0.082
H 1.06480 0.58605 -2.06178 0.091
H 2.78887 -1.09166 0.08944 0.039
H 3.11217 0.64823 0.18665 0.033
H 2.44482 -0.19682 1.62135 0.042

=====

Entry 10:
21
Properties=species:S:1:pos:R:3:lowdin_charge:R:1 method="wB97M-V/def2-TZVPD" relative_energy_kj_mol=232.0 fmax_ev_per_a=2.5 gap_ev=9.463 e_homo_ev=-9.0 lumo_ev=0.48
H 2.64942 0.40729 2.06496 0.029
N 3.32053 0.00593 1.41809 0.086
C 3.08029 0.11134 0.17796 -0.336
N 2.04565 0.80227 -0.43364 -0.039
C 0.77877 1.08502 0.27496 -0.205
C -0.25610 -0.03853 0.31931 -0.192
C 0.12813 -1.52963 0.18791 -0.261
N 0.72122 -1.93400 -1.11521 -0.013
H 3.91365 -0.16382 -0.47463 0.113
H 2.18526 1.41699 -1.21725 0.120
H 0.34802 1.97390 -0.17349 0.109
H 1.15734 1.43723 1.25090 0.099
H -1.05872 0.08158 1.03741 0.098
H -0.86688 0.24294 -0.57400 0.106
H 0.86995 -1.75593 0.95547 0.101
H -0.84603 -2.05121 0.20067 0.108
H 0.17798 -1.58330 -1.89986 0.060
H 1.55335 -1.36859 -1.19748 0.019
O -6.82444 1.04128 -0.55651 -0.067
H -7.15804 0.48018 0.15162 0.033
H -5.91936 1.33903 -0.39720 0.034

=====

Entry 11:
21
Properties=species:S:1:pos:R:3:lowdin_charge:R:1 method="wB97M-V/def2-TZVPD" relative_energy_kj_mol=302.7 fmax_ev_per_a=5.2 gap_ev=8.321 e_homo_ev=-7.5 lumo_ev=0.81
N -0.11000 1.02952 2.45108 0.015
C 0.45874 0.37494 1.32275 -0.175
C -0.14537 0.28362 0.09644 -0.352
N -1.46187 0.69891 -0.30011 0.116
C 0.73558 -0.36887 -0.99317 -0.154
C 0.85773 -1.95962 -0.86878 -0.265
N -0.31332 -2.80565 -1.00002 0.010
H -1.08005 1.09777 2.60228 0.046
H 0.21824 0.73828 3.37748 0.081
H 1.55100 0.36090 1.51978 0.130
H -1.95378 0.18621 -0.98890 0.074
H -1.95292 1.18033 0.34017 0.027
H 1.66250 0.15932 -1.01355 0.086
H 0.22234 -0.04924 -1.94472 0.107
H 1.22182 -2.05754 0.25188 0.119
H 1.72727 -2.52668 -1.35487 0.121
H -0.49786 -3.02333 -1.95479 0.058
H -1.10837 -2.63713 -0.55054 0.001
O 0.01545 3.54484 -0.21375 -0.101
H 0.06680 2.80585 0.33959 -0.066
H -0.11393 2.96755 -1.11826 0.121

=====

Entry 12:
21
Properties=species:S:1:pos:R:3:lowdin_charge:R:1 method="wB97M-V/def2-TZVPD" relative_energy_kj_mol=662.9 fmax_ev_per_a=1.0 gap_ev="6.966 / 7.101" e_homo_ev="-6.2 / -6.3" lumo_ev="0.79 / 0.80"
C -0.07313 -0.42818 0.82141 -0.246
C 0.26516 0.59515 -0.03907 -0.263
C -2.10612 0.64162 -0.38073 -0.141
C 0.54388 1.98928 0.43245 -0.089
N 2.26520 -0.18372 0.13385 -0.083
N 2.44662 -1.40275 -0.51530 -0.088
N -0.35941 -1.69346 0.44139 0.080
O -2.11958 -0.44666 -1.30779 -0.169
H -3.00596 -0.59893 -1.65660 0.080
H 2.48763 -0.34426 1.11738 0.046
H -0.04817 -0.23944 1.88891 0.133
H 0.27307 0.39450 -1.10120 0.116
H 1.78477 -2.13265 -0.22533 0.048
H 2.34641 -1.25815 -1.51281 0.061
H -0.82455 -1.76374 -0.46129 0.089
H -0.74625 -2.29804 1.14924 0.103
H -2.16265 1.61236 -0.87561 0.053
H -2.82237 0.52183 0.43485 0.055
H 1.53535 2.29450 0.09893 0.070
H 0.51311 2.05359 1.52237 0.079
H -0.19301 2.68712 0.03493 0.066